[1]
C43H29BBr3InO6 | ωB97M-V/def2-TZVPD

Properties
* HOMO energy: -12.75 eV
* total charge: +2
* HOMO-LUMO gap: 1.302 eV
* max |F|: 5.38 eV/Å
* energy above the lowest of the compared OMol25 structures with the same formula, charge and spin: 138.0 kcal/mol
* spin multiplicity: 1
* lowest unoccupied orbital energy: -11.45 eV

Structure (XYZ):
```
83
Properties=species:S:1:pos:R:3:lowdin_charge:R:1
In 26.01162 -8.79964 16.32459 0.98
B 23.18259 -10.64408 13.20520 -0.21
H 22.74058 -10.87619 12.24865 -0.03
H 23.33451 -9.60443 13.45072 -0.06
H 22.63175 -11.11553 14.00430 0.00
H 24.11661 -11.18396 13.22480 0.01
C 18.05108 -8.47491 17.88316 -0.02
C 17.52499 -8.22219 19.16205 -0.01
C 18.01343 -7.20514 19.93680 0.00
C 18.82155 -6.30505 19.32839 -0.10
C 19.41724 -6.56384 18.14196 -0.05
C 19.00294 -7.63572 17.29666 0.04
C 20.61143 -5.70820 17.69587 -0.28
O 21.49272 -6.08574 17.00636 0.15
C 20.57943 -4.25967 18.17574 -0.05
C 21.26513 -3.26343 17.45102 0.01
C 21.52155 -2.04138 18.09633 -0.03
C 20.84651 -1.67505 19.29390 0.00
C 20.16388 -2.74085 19.94253 0.04
C 19.89397 -4.05563 19.40800 -0.05
C 19.10245 -5.03827 20.11236 -0.28
O 18.72667 -4.89282 21.25238 0.15
H 17.76749 -9.39099 17.38640 0.12
H 16.79535 -8.86647 19.62995 0.12
H 17.52020 -7.02896 20.88130 0.14
H 19.43623 -7.94921 16.35838 0.12
H 21.81357 -3.37120 16.52689 0.12
H 22.09292 -1.28402 17.58024 0.11
H 20.91646 -0.68230 19.71338 0.12
H 19.90453 -2.52229 20.96790 0.12
C 19.66342 -16.26309 20.17122 -0.01
C 20.17783 -15.54197 19.02840 -0.04
C 20.86553 -14.39603 19.19147 -0.01
C 20.91092 -13.77647 20.46979 -0.06
C 20.50577 -14.52222 21.59004 -0.06
C 19.89310 -15.77803 21.41479 0.00
C 20.66062 -13.98936 22.93749 -0.32
O 20.61809 -14.74077 23.86616 0.15
C 20.88106 -12.56443 23.07521 -0.09
C 20.96101 -12.02380 24.37119 0.05
C 21.10731 -10.62322 24.57809 0.00
C 21.29445 -9.81038 23.42099 -0.01
C 21.27427 -10.48629 22.19575 -0.04
C 21.15455 -11.79902 21.97115 -0.12
C 21.27374 -12.35554 20.59283 -0.22
O 21.61805 -11.56874 19.65615 0.05
H 19.20114 -17.23898 20.15257 0.12
H 20.17903 -16.03490 18.06745 0.11
H 21.21891 -13.93378 18.28161 0.12
H 19.54655 -16.29883 22.29517 0.13
H 20.89107 -12.75691 25.16116 0.12
H 21.27598 -10.22525 25.56782 0.11
H 21.75518 -8.83433 23.38272 0.11
H 21.86471 -9.93928 21.47563 0.12
C 21.06469 -5.10965 7.31723 -0.02
C 21.29871 -4.92664 8.68068 -0.05
C 22.28514 -5.63603 9.31224 0.02
C 23.10646 -6.57297 8.56950 -0.03
C 22.80858 -6.72846 7.17859 -0.07
C 21.72110 -6.08543 6.57330 0.02
C 23.50564 -7.70916 6.26207 -0.20
O 23.29967 -7.85115 5.02714 0.10
C 24.49681 -8.64553 7.00981 -0.04
C 25.21473 -9.51971 6.16991 0.06
C 26.14366 -10.41292 6.71165 -0.05
C 26.39181 -10.38898 8.03843 0.01
C 25.72164 -9.39302 8.90099 0.08
C 24.73770 -8.55290 8.38122 -0.07
C 24.15248 -7.40392 9.26747 -0.21
O 24.53897 -7.19420 10.43924 0.09
H 20.40023 -4.44616 6.78367 0.12
H 20.65583 -4.26077 9.23721 0.12
H 22.23107 -5.45619 10.37578 0.12
H 21.47403 -6.04260 5.52281 0.13
H 24.99055 -9.72084 5.13276 0.14
H 26.58796 -11.14745 6.05631 0.13
H 27.01665 -11.15915 8.46599 0.12
H 26.04330 -9.31717 9.92919 0.12
C 18.18636 -10.62911 9.82184 -1.48
Br 17.56268 -11.51636 11.43425 0.56
Br 17.05718 -9.06512 9.21677 0.50
Br 18.45549 -11.96862 8.28530 0.47
H 19.17609 -10.23588 10.05402 -0.04
```



[2]
C20H38Cl32O4 | ωB97M-V/def2-TZVPD

Properties
* HOMO energy: -10.67 eV
* total charge: 0
* HOMO-LUMO gap: 10.875 eV
* max |F|: 0.68 eV/Å
* spin multiplicity: 1
* lowest unoccupied orbital energy: 0.21 eV

Structure (XYZ):
```
94
Properties=species:S:1:pos:R:3:lowdin_charge:R:1
C 2.53899 -2.17929 1.70307 -0.01
C 1.80581 -3.24328 0.89143 -0.52
O 2.68684 -4.06924 0.19602 0.06
C 0.84018 -4.08580 1.73841 -0.05
O -0.38767 -3.33897 1.65971 0.05
C -0.22572 -2.35463 0.75308 -0.56
O -0.94927 -1.41372 0.62538 0.15
O 0.87328 -2.60861 -0.00912 0.10
H 2.61295 -1.23125 1.16821 0.04
H 2.03521 -2.01779 2.66450 0.10
H 3.54300 -2.53279 1.94424 0.01
H 2.68399 -3.84693 -0.74299 0.12
H 0.68666 -5.06190 1.26634 0.14
H 1.15985 -4.19490 2.77529 0.09
C 6.28343 -2.95708 3.95128 -1.04
Cl 5.61837 -1.31462 4.10120 0.48
Cl 5.23278 -4.04587 3.03314 0.55
H 7.23104 -2.89237 3.43752 -0.02
H 6.41044 -3.36406 4.94761 0.00
C 2.62749 2.38435 1.98539 -0.99
Cl 2.92483 3.45214 0.60596 0.54
Cl 3.72272 0.99866 1.98235 0.55
H 2.76790 2.94563 2.90052 0.03
H 1.61203 2.01418 1.90700 0.03
C -3.39698 -0.78969 -1.11026 -1.00
Cl -4.11950 0.81961 -0.91220 0.56
Cl -4.48659 -1.88111 -1.97685 0.52
H -2.48102 -0.68839 -1.67845 -0.02
H -3.19612 -1.19530 -0.12678 0.01
C -3.91738 2.79414 -4.20221 -0.99
Cl -5.14392 3.59625 -5.17828 0.53
Cl -2.59143 3.89293 -3.77317 0.55
H -4.37060 2.43714 -3.28672 -0.02
H -3.51335 1.96923 -4.78052 -0.01
C -1.38916 -5.35282 4.90843 -1.00
Cl -2.40537 -5.52446 6.34637 0.51
Cl 0.23593 -4.78583 5.31316 0.53
H -1.30632 -6.32133 4.43116 0.03
H -1.84720 -4.62751 4.24656 0.03
C 9.39625 -1.28905 6.27161 -1.01
Cl 9.42831 -1.72219 4.55681 0.53
Cl 9.32723 -2.71241 7.31504 0.51
H 10.29770 -0.73406 6.49897 0.02
H 8.51182 -0.68956 6.45071 0.02
C 3.36283 -4.58128 7.52630 -1.07
Cl 3.71558 -3.46876 6.19364 0.51
Cl 4.43178 -5.99029 7.50741 0.51
H 3.49399 -4.05651 8.46400 0.02
H 2.34330 -4.92310 7.41807 -0.07
C -7.69595 6.18109 -3.81202 -1.03
Cl -7.15146 6.52330 -2.16542 0.50
Cl -7.85407 7.64756 -4.78699 0.50
H -6.96719 5.53229 -4.28046 -0.04
H -8.66564 5.70178 -3.75883 0.02
C -4.30607 3.09278 1.97044 -1.04
Cl -5.98008 3.34764 2.47680 0.50
Cl -3.20562 2.92918 3.34667 0.49
H -4.25953 2.18120 1.38781 -0.05
H -3.99271 3.94818 1.38437 0.03
C -1.95384 7.37175 -4.63300 -1.05
Cl -3.64147 7.36607 -5.15463 0.50
Cl -1.45414 8.94242 -3.99164 0.51
H -1.83814 6.63294 -3.85035 -0.02
H -1.32627 7.13755 -5.48346 -0.03
C -3.94500 -5.58579 -1.31891 -1.03
Cl -4.87860 -5.72761 0.17461 0.51
Cl -2.38740 -4.79450 -1.06061 0.52
H -3.76268 -6.58031 -1.70648 0.02
H -4.51304 -4.98925 -2.02242 0.00
C 3.25246 2.97104 -2.87455 -1.05
Cl 2.21638 4.23983 -3.54734 0.52
Cl 4.55604 2.51740 -3.97641 0.52
H 3.68459 3.32966 -1.95118 -0.04
H 2.64237 2.09452 -2.68529 0.00
C -0.05838 -4.28184 9.73991 -0.98
Cl 0.33588 -3.16101 8.42947 0.52
Cl 0.98816 -5.71057 9.74594 0.54
H 0.06658 -3.76423 10.68273 0.03
H -1.08171 -4.61145 9.60820 0.02
C -0.01989 1.27670 -4.15287 -1.01
Cl -0.13808 0.69139 -5.81573 0.54
Cl 0.09411 -0.04518 -2.97746 0.54
H 0.86703 1.88953 -4.06331 -0.03
H -0.90061 1.86197 -3.93002 -0.04
C -2.60643 1.62327 -8.41966 -1.01
Cl -3.02968 3.31827 -8.15960 0.50
Cl -3.50420 0.53347 -7.35254 0.51
H -2.83364 1.36273 -9.44606 0.03
H -1.55064 1.50039 -8.20914 -0.01
C 0.38464 5.27206 -9.19810 -1.02
Cl -0.63791 5.86518 -7.88701 0.51
Cl 1.85978 4.50303 -8.60198 0.51
H -0.18286 4.53715 -9.75682 0.02
H 0.66002 6.11087 -9.82503 0.02
```



[3]
C4H9N2 | ωB97M-V/def2-TZVPD

Properties
* HOMO energy (alpha / beta): -13.69 / -14.40 eV
* total charge: +1
* HOMO-LUMO gap (alpha / beta): 4.635 / 6.713 eV
* max |F|: 4.53 eV/Å
* energy above the lowest of the compared OMol25 structures with the same formula, charge and spin: 190.8 kcal/mol
* spin multiplicity: 1
* lowest unoccupied orbital energy (alpha / beta): -9.06 / -7.69 eV

Structure (XYZ):
```
15
Properties=species:S:1:pos:R:3:lowdin_charge:R:1
C -0.14044 -0.96173 -0.33930 -0.31
C 2.43569 -0.92899 -0.64165 -0.08
C -2.55549 1.89739 1.70729 0.49
C 1.00345 -0.29932 -0.96420 -0.24
N -1.47215 -0.83485 -0.97760 0.20
N -1.30641 -0.21534 0.04197 0.10
H -0.02666 -1.86851 0.34426 0.16
H 3.04225 -0.23005 0.07082 0.10
H 2.94845 -1.15348 -1.63750 0.09
H 2.09571 -1.84963 -0.03180 0.08
H -3.01532 1.58009 0.77027 0.05
H -2.46698 2.93625 1.75754 0.05
H -2.49985 1.18075 2.45388 0.04
H 0.81075 -0.08983 -1.98675 0.09
H 1.14701 0.83723 -0.56723 0.16
```



[4]
C18H18N5O3PtS | ωB97M-V/def2-TZVPD

Properties
* HOMO energy (alpha / beta): -11.03 / -11.38 eV
* total charge: +1
* HOMO-LUMO gap (alpha / beta): 8.185 / 7.742 eV
* max |F|: 0.42 eV/Å
* energy above the lowest of the compared OMol25 structures with the same formula, charge and spin: 0.0 kcal/mol
* spin multiplicity: 3
* lowest unoccupied orbital energy (alpha / beta): -2.85 / -3.64 eV

Structure (XYZ):
```
46
Properties=species:S:1:pos:R:3:lowdin_charge:R:1
Pt -0.04689 1.04997 -0.07564 1.30
N -1.01857 -0.48813 -3.86969 0.20
C -1.07359 -1.76959 -3.33032 -0.17
C -1.27136 -3.01628 -3.91583 0.00
C -1.24200 -4.10467 -3.06914 -0.07
C -1.00832 -3.95332 -1.68914 -0.06
C -0.81487 -2.70988 -1.11920 -0.01
C -0.86484 -1.60205 -1.96339 -0.19
N -0.71135 -0.23775 -1.70491 0.03
C -0.78821 0.37282 -2.86129 -0.26
C -0.61669 1.81634 -2.94807 -0.31
C -0.40091 2.61257 -4.01752 -0.31
S -0.17327 4.21875 -3.49774 1.11
C -0.36552 3.73964 -1.87817 -0.41
N -0.60135 2.46624 -1.73186 -0.09
H -1.14510 -0.24535 -4.83591 0.17
H -1.43799 -3.12893 -4.98103 0.12
H -1.39009 -5.09918 -3.47681 0.11
H -0.97637 -4.83701 -1.06107 0.11
H -0.61031 -2.60688 -0.05876 0.11
H -0.33872 2.34243 -5.06317 0.09
H -0.31544 4.44259 -1.05514 0.10
C 3.40133 -0.02145 4.36229 0.00
N 3.13072 0.28906 2.95274 -0.04
C 4.13311 0.49709 2.04912 -0.03
C 3.90832 0.78293 0.75096 0.02
C 2.54093 0.87023 0.34362 -0.52
O 2.12914 1.14237 -0.82329 -0.09
N 1.55875 0.66071 1.25985 0.01
C 1.78879 0.34658 2.57474 -0.50
O 0.91287 0.12335 3.39290 0.05
H 4.47745 -0.08452 4.50275 0.09
H 2.93940 -0.96600 4.63345 0.10
H 2.99263 0.75333 5.00564 0.10
H 5.13543 0.41613 2.44494 0.13
H 4.70696 0.94130 0.04273 0.12
C -3.46854 1.41007 2.93093 0.01
C -2.40079 0.80520 2.06523 -0.44
C -2.01098 -0.62832 2.23264 0.00
O -1.83762 1.54689 1.26110 -0.09
H -3.95306 0.67669 3.56998 0.08
H -4.20858 1.89693 2.29193 0.10
H -3.01869 2.19108 3.54968 0.10
H -2.73867 -1.20048 2.80353 0.09
H -1.04657 -0.63705 2.75493 0.08
H -1.86058 -1.07445 1.25142 0.06
```



[5]
C23H51AgF6N2O9 | ωB97M-V/def2-TZVPD

Properties
* HOMO energy: -6.57 eV
* total charge: 0
* HOMO-LUMO gap: 6.660 eV
* max |F|: 2.87 eV/Å
* energy above the lowest of the compared OMol25 structures with the same formula, charge and spin: 0.0 kcal/mol
* spin multiplicity: 1
* lowest unoccupied orbital energy: 0.09 eV

Structure (XYZ):
```
92
Properties=species:S:1:pos:R:3:lowdin_charge:R:1
Ag -1.58177 -0.43904 0.14803 0.80
C -1.72472 2.86018 0.32901 -0.43
O -2.95605 2.14870 0.24029 -0.11
O -0.76969 1.96284 -0.01272 -0.25
C -1.67417 4.07076 -0.63857 -0.51
F -0.77320 5.00239 -0.27433 0.14
F -1.35424 3.71908 -1.90698 0.11
F -2.89129 4.67009 -0.70993 0.12
C -4.03348 2.57642 1.06238 -0.27
C -5.24927 1.84362 0.49488 -0.06
H -5.34047 2.09682 -0.55984 0.08
H -5.09654 0.76456 0.52452 0.07
H -6.11445 2.08018 1.11673 0.08
H -4.13216 3.66320 1.12743 0.11
H -3.98225 2.29845 2.12754 0.11
H -1.59003 3.18576 1.36998 0.16
C 1.42022 -2.52122 1.08021 -0.39
O 2.19156 -1.94644 2.13379 -0.10
O 0.58931 -1.54691 0.63980 -0.19
C 2.34674 -3.15104 -0.00082 -0.48
F 3.65150 -2.86384 0.24854 0.12
F 2.24110 -4.50031 -0.09159 0.12
F 2.10650 -2.70084 -1.26682 0.11
C 2.84985 -2.85794 2.99752 -0.25
C 2.89033 -2.21469 4.40227 -0.06
H 1.88577 -1.95734 4.73373 0.06
H 3.28333 -2.91858 5.13660 0.07
H 3.52100 -1.32402 4.37071 0.07
H 3.82144 -3.15325 2.59966 0.11
H 2.35546 -3.81281 3.22053 0.12
H 0.81419 -3.33756 1.51137 0.16
C -4.60911 -3.38557 -0.67220 -0.09
C -3.17825 -3.11722 -1.13167 -0.66
C -2.81134 -3.87101 -2.41561 -0.08
O -2.89878 -1.75871 -1.20735 -0.38
H -4.92058 -2.82985 0.20748 0.06
H -4.63580 -4.46345 -0.43475 0.07
H -5.37979 -3.38863 -1.45079 0.07
H -2.53333 -3.53762 -0.33892 0.10
H -3.68549 -3.96294 -3.08237 0.06
H -2.68056 -4.95727 -2.29621 0.07
H -1.99802 -3.50902 -3.04088 0.04
C 2.62982 3.69454 3.29714 -0.13
O 1.48330 3.20576 2.67474 -0.18
C 1.72171 2.68153 1.37114 -0.20
C 1.81494 1.18160 1.38371 -0.08
N 0.52118 0.52770 1.80185 0.00
H -0.34595 0.82128 1.30401 0.08
H 0.65375 -0.46768 1.49139 0.00
C 0.26442 0.44363 3.29235 -0.08
C -0.77107 -0.61630 3.55998 -0.21
O -1.74576 -0.31587 2.61222 -0.25
C -2.91893 -1.09752 2.71766 -0.09
H 2.40588 3.86017 4.35071 0.09
H 3.04346 4.59395 2.82054 0.09
H 3.50210 3.01878 3.30632 0.09
H 2.54739 3.23749 0.91906 0.12
H 0.85214 2.93854 0.75620 0.10
H 2.53073 0.65598 2.01078 0.13
H 1.91839 0.84753 0.35058 0.11
H -0.09769 1.41715 3.62128 0.13
H 1.22745 0.25579 3.76418 0.12
H -1.10738 -0.63744 4.59970 0.14
H -0.35549 -1.59653 3.28791 0.13
H -2.67499 -2.15482 2.56013 0.10
H -3.63405 -0.89132 1.91951 0.07
H -3.45740 -0.94552 3.65766 0.10
C 1.90779 -2.82932 -4.50631 -0.10
O 1.70069 -1.55856 -3.95843 -0.18
C 0.44086 -1.42496 -3.34456 -0.22
C 0.42266 -0.14589 -2.53464 -0.08
N 0.77469 1.00175 -3.41789 0.07
H 1.71764 0.77067 -3.76886 0.15
H 0.12777 1.12833 -4.19222 0.18
C 1.05379 2.36663 -2.77473 -0.07
C 2.41468 2.37686 -2.14980 -0.18
O 3.34852 1.80181 -3.06568 -0.19
C 3.88387 2.74017 -3.98184 -0.09
H 1.48613 -3.64073 -3.89540 0.09
H 2.96752 -3.05791 -4.58893 0.09
H 1.34480 -2.92099 -5.44634 0.09
H 0.26148 -2.23161 -2.62294 0.12
H -0.42490 -1.60877 -3.99490 0.14
H 1.33282 -0.19607 -1.93320 0.13
H -0.48459 0.02200 -1.99514 0.10
H 0.24268 2.52225 -2.05631 0.10
H 0.92303 3.00999 -3.64351 0.13
H 2.48384 1.74720 -1.26481 0.11
H 2.65646 3.40716 -1.87936 0.14
H 4.74617 3.23049 -3.52596 0.09
H 3.18595 3.56005 -4.20447 0.09
H 4.10425 2.35509 -4.97514 0.09
```



[6]
C16H17BrN2O7W | ωB97M-V/def2-TZVPD

Properties
* HOMO energy: -22.95 eV
* total charge: +4
* HOMO-LUMO gap: 7.766 eV
* max |F|: 0.12 eV/Å
* energy above the lowest of the compared OMol25 structures with the same formula, charge and spin: 0.5 kcal/mol
* spin multiplicity: 1
* lowest unoccupied orbital energy: -15.18 eV

Structure (XYZ):
```
44
Properties=species:S:1:pos:R:3:lowdin_charge:R:1
W 0.08081 0.40576 -0.63361 1.92
O -1.45573 -5.83042 -0.01126 0.25
C -1.13150 -4.59214 -0.16047 -0.21
C -0.00571 -4.07527 -0.81586 0.18
C 0.17115 -2.70553 -0.85072 -0.15
N -0.62233 -1.78543 -0.28954 0.03
C -1.75529 -2.30374 0.27076 -0.17
C -2.06270 -3.64091 0.36533 0.20
C -2.80946 -1.43635 0.69146 0.10
O -3.68075 -0.83446 1.03162 0.46
O -1.56640 0.61499 -0.85833 -0.27
C 1.29656 -2.10447 -1.63750 -0.44
O 2.22713 -2.62747 -2.10761 0.31
O 1.04765 -0.72209 -1.75603 -0.22
H -0.84735 -6.49645 -0.38475 0.20
H 0.71780 -4.70935 -1.31980 0.18
H -2.99511 -3.99318 0.79893 0.19
C -0.75224 1.63632 -3.46016 0.07
O 0.25469 1.59962 -2.35649 -0.38
C 1.30935 2.60902 -2.47927 -0.06
C 2.23714 2.28541 -1.34893 -0.06
O 1.33021 2.00387 -0.18720 -0.41
C 1.31215 3.14426 0.78584 0.09
H -0.19701 1.73748 -4.38904 0.13
H -1.41102 2.48284 -3.28188 0.13
H -1.28700 0.69332 -3.44076 0.10
H 0.84328 3.59198 -2.40323 0.17
H 1.80049 2.49362 -3.44605 0.17
H 2.90575 3.09962 -1.07669 0.17
H 2.81350 1.37519 -1.51411 0.15
H 2.29615 3.17203 1.24687 0.13
H 0.53139 2.95653 1.51159 0.09
H 1.10078 4.05080 0.22373 0.13
Br 2.23116 -0.69975 1.29342 1.07
C 0.83235 0.10480 2.26426 -0.66
C 0.85784 0.24485 3.63085 -0.01
C -0.22403 0.88716 4.23260 0.08
C -1.27927 1.35544 3.44643 0.04
C -1.23872 1.17168 2.08505 -0.09
N -0.18257 0.54125 1.48666 -0.18
H 1.69414 -0.12602 4.21080 0.15
H -0.23797 1.02450 5.30865 0.16
H -2.12532 1.86550 3.89059 0.15
H -2.02397 1.53519 1.43385 0.13
```